1.
Molecular formula: C46H62BInN10SSi4Te
Method: DFT, ωB97M-V/def2-TZVPD

Output
Largest force on an atom = 0.010 hartree/bohr
Relative energy (zero: lowest compared OMol25 entry of this formula, charge and spin) = 0.0 kcal/mol
Total energy = -4377.0915 a.u.
Frontier orbital gap = 6.6 eV

The geometry in ORCA input format:
```
! RIJCOSX wB97M-V def2-TZVPD def2/J DEFGRID3
* xyz 0 1
In -0.25 -0.32 -0.34
C 3.04 4.30 0.67
C 1.72 3.62 0.47
C 0.46 4.15 0.64
C -0.42 3.11 0.33
N 0.27 2.02 -0.01
N 1.58 2.34 0.08
B 2.73 1.32 -0.07
N 2.72 0.67 -1.45
N 1.67 -0.02 -1.96
C 1.98 -0.31 -3.23
C 3.26 0.18 -3.52
C 3.69 0.80 -2.38
C 4.99 1.50 -2.16
C 1.10 -0.96 -4.22
C 1.31 -0.66 -5.57
C 0.49 -1.17 -6.56
C -0.58 -1.99 -6.21
C -0.79 -2.30 -4.88
C 0.05 -1.80 -3.90
N 2.67 0.31 1.10
N 1.56 -0.40 1.43
C 1.83 -1.01 2.59
C 3.12 -0.67 3.01
C 3.62 0.16 2.04
C 4.98 0.79 1.98
C 0.94 -1.91 3.37
C 1.52 -2.67 4.40
C 0.74 -3.47 5.22
C -0.63 -3.51 5.05
C -1.21 -2.78 4.03
C -0.43 -2.01 3.19
C -1.89 3.23 0.47
C -2.79 2.78 -0.48
C -4.16 2.94 -0.29
C -4.64 3.57 0.85
C -3.74 4.04 1.80
C -2.38 3.88 1.61
H 2.86 5.34 0.94
H 3.61 3.83 1.47
H 3.65 4.28 -0.23
H 0.21 5.16 0.92
H 3.75 1.91 0.04
H 3.81 0.08 -4.44
H 5.59 1.42 -3.06
H 4.84 2.56 -1.95
H 5.56 1.08 -1.33
H 2.11 0.01 -5.86
H 0.67 -0.92 -7.60
H -1.25 -2.37 -6.98
H -1.62 -2.93 -4.60
H -0.11 -2.09 -2.86
H 3.63 -0.97 3.91
H 5.58 0.40 2.80
H 5.48 0.56 1.04
H 4.93 1.87 2.07
H 2.59 -2.65 4.55
H 1.21 -4.05 6.00
H -1.25 -4.13 5.70
H -2.28 -2.81 3.88
H -0.90 -1.47 2.39
H -2.42 2.31 -1.38
H -4.84 2.58 -1.05
H -5.70 3.70 0.99
H -4.10 4.54 2.69
H -1.69 4.23 2.36
N -3.54 -1.19 -3.17
C -2.88 -0.62 -2.13
S -1.48 0.33 -2.52
N -3.38 -0.83 -0.94
N -2.63 -0.31 0.06
C -3.21 -0.06 1.17
C -2.45 0.58 2.24
C -3.06 0.97 3.42
C -2.30 1.64 4.37
C -0.97 1.89 4.09
C -0.44 1.45 2.88
N -1.16 0.80 1.98
H -3.29 -0.92 -4.10
H -4.45 -1.57 -2.99
H -4.28 -0.24 1.28
H -4.11 0.77 3.58
H -2.75 1.96 5.30
H -0.34 2.42 4.80
H 0.60 1.63 2.63
C -2.88 -5.50 1.83
Si -2.80 -5.45 -0.04
C -3.92 -4.10 -0.70
C -3.42 -7.12 -0.66
Si -0.59 -5.18 -0.76
Te 0.54 -3.00 -0.13
Si 0.78 -6.51 0.62
C 2.48 -6.62 -0.17
C 0.07 -8.25 0.80
C 0.94 -5.80 2.34
Si -0.37 -5.99 -2.95
C -1.90 -5.56 -3.98
C -0.34 -7.88 -2.87
C 1.25 -5.47 -3.74
H -3.91 -5.58 2.18
H -2.43 -4.61 2.27
H -2.32 -6.36 2.21
H -4.93 -4.18 -0.28
H -4.01 -4.17 -1.79
H -3.54 -3.11 -0.47
H -4.43 -7.32 -0.29
H -2.77 -7.93 -0.30
H -3.44 -7.18 -1.75
H 2.45 -7.16 -1.12
H 3.19 -7.14 0.49
H 2.87 -5.62 -0.37
H -0.08 -8.74 -0.16
H -0.89 -8.23 1.32
H 0.75 -8.87 1.39
H 1.39 -4.80 2.32
H 1.55 -6.45 2.97
H -0.04 -5.69 2.82
H -2.64 -6.36 -3.87
H -1.67 -5.47 -5.04
H -2.37 -4.63 -3.65
H -1.20 -8.27 -2.33
H 0.56 -8.24 -2.38
H -0.36 -8.29 -3.88
H 1.54 -4.46 -3.48
H 1.20 -5.53 -4.83
H 2.04 -6.14 -3.40
*
```



2.
Molecular formula: C46H62ClIrN8O3P2
Method: DFT, ωB97M-V/def2-TZVPD

Output
Largest force on an atom = 0.031 hartree/bohr
Relative energy (zero: lowest compared OMol25 entry of this formula, charge and spin) = 24.6 kcal/mol
Total energy = -3700.7233 a.u.
Frontier orbital gap = 6.6 eV

The geometry in ORCA input format:
```
! RIJCOSX wB97M-V def2-TZVPD def2/J DEFGRID3
* xyz 2 1
Ir -0.09 0.16 0.57
C -3.39 0.66 1.84
P -1.66 0.31 2.20
C -1.28 1.58 3.44
C -1.56 -1.20 3.19
C -2.58 -1.62 4.03
C -2.41 -2.77 4.78
C -1.23 -3.50 4.69
C -0.21 -3.08 3.84
C -0.39 -1.93 3.08
P 0.89 -1.25 2.00
C 1.60 -2.63 1.09
C 2.15 -0.82 3.23
H -3.89 -0.22 1.43
H -3.44 1.47 1.11
H -3.88 0.99 2.76
H -1.30 2.58 2.99
H -0.31 1.41 3.88
H -2.03 1.55 4.24
H -3.51 -1.07 4.10
H -3.20 -3.10 5.44
H -1.09 -4.40 5.28
H 0.70 -3.66 3.78
H 2.09 -3.32 1.79
H 2.34 -2.25 0.38
H 0.82 -3.15 0.54
H 2.41 -1.74 3.75
H 1.76 -0.11 3.96
H 3.04 -0.40 2.77
C -2.12 -5.82 -1.09
C -1.78 -5.13 -2.42
C -0.28 -5.02 -2.63
C -2.47 -3.77 -2.54
N -2.09 -2.85 -1.45
C -1.05 -2.03 -1.37
N -1.11 -1.43 -0.20
N -2.23 -1.89 0.41
N -2.81 -2.75 -0.33
H -1.70 -6.82 -1.08
H -3.19 -5.90 -0.94
H -1.69 -5.27 -0.25
H -2.20 -5.73 -3.23
H 0.20 -4.45 -1.82
H -0.03 -4.55 -3.58
H 0.18 -6.01 -2.63
H -3.55 -3.87 -2.48
H -2.20 -3.28 -3.48
H -0.29 -1.89 -2.11
C 2.74 4.61 -2.67
C 4.02 4.24 -1.90
C 5.21 4.69 -2.76
C 4.12 2.72 -1.80
C 4.03 5.02 -0.53
O 3.91 6.42 -0.83
C 5.32 4.90 0.33
C 5.60 3.77 1.33
C 6.15 2.48 0.80
C 5.46 1.29 0.99
C 5.95 0.08 0.55
C 7.18 0.04 -0.08
Cl 7.83 -1.49 -0.60
C 7.91 1.20 -0.28
C 7.39 2.41 0.16
C 2.69 4.92 0.27
N 2.12 3.65 0.77
C 1.31 2.82 0.15
N 0.93 1.85 1.00
C 1.57 2.20 2.16
N 2.30 3.27 2.05
H 2.85 4.30 -3.71
H 2.56 5.68 -2.65
H 1.86 4.09 -2.28
H 5.17 4.16 -3.72
H 6.17 4.45 -2.31
H 5.18 5.76 -2.99
H 3.93 2.30 -2.79
H 3.39 2.27 -1.12
H 5.11 2.40 -1.49
H 4.76 6.74 -1.17
H 5.32 5.82 0.91
H 6.17 4.97 -0.36
H 4.72 3.57 1.93
H 6.34 4.18 2.02
H 4.50 1.33 1.49
H 5.40 -0.85 0.70
H 8.87 1.16 -0.77
H 7.97 3.32 0.02
H 1.94 5.36 -0.38
H 2.79 5.56 1.14
H 0.96 2.92 -0.86
H 1.49 1.66 3.07
C 7.63 -2.19 -4.37
C 6.19 -2.61 -4.25
C 5.81 -3.91 -4.58
C 4.51 -4.34 -4.41
C 3.56 -3.47 -3.92
C 3.91 -2.16 -3.63
N 2.86 -1.30 -3.14
C 2.46 -0.13 -3.71
C 3.01 0.27 -4.94
C 2.59 1.41 -5.57
C 1.58 2.22 -5.03
C 1.03 1.85 -3.84
C 1.45 0.69 -3.15
C 0.84 0.43 -1.87
O -0.02 1.23 -1.36
O 1.11 -0.61 -1.15
C 5.22 -1.71 -3.76
C 5.65 -0.33 -3.34
H 8.21 -2.96 -4.87
H 8.06 -2.02 -3.38
H 7.73 -1.26 -4.93
H 6.56 -4.59 -4.96
H 4.23 -5.35 -4.68
H 2.52 -3.77 -3.81
H 2.37 -1.58 -2.31
H 3.76 -0.36 -5.41
H 3.04 1.69 -6.52
H 1.24 3.11 -5.55
H 0.23 2.44 -3.40
H 4.87 0.18 -2.78
H 5.92 0.29 -4.20
H 6.53 -0.40 -2.70
*
```